72
Properties=species:S:1:pos:R:3:forces:R:3 method="wB97M-V/def2-TZVPD" e_tot_ha=-1955.39961 homo_energy_ev=-7.1444 gap_ev=4.4
F 2.58083 -3.62106 2.34099 0.6 0.2 0.6
F 3.56531 -1.55509 1.99692 0.8 0.2 0.5
F 1.72523 -1.64568 3.40145 0.7 0.0 0.7
O -1.34019 -1.19282 -4.19098 0.4 0.3 -0.8
O 0.16518 -3.62625 3.03757 -0.8 0.4 -1.6
O 5.95555 4.60406 -0.78205 -1.1 -1.0 0.1
O -4.16608 4.55382 -0.21039 1.0 -1.0 -0.3
O -1.61257 -3.81906 1.65691 -0.1 -0.1 0.3
N 0.19290 -2.59416 0.94344 -0.7 0.0 -0.4
C -2.78275 2.72867 -0.64532 0.7 0.8 0.3
C 3.54205 4.87881 -1.08897 0.5 -0.1 0.0
C -5.05474 3.40426 -0.48935 -0.2 0.3 0.1
C 0.53866 -1.51219 -1.03378 -0.3 -0.3 0.7
C 4.59064 2.75813 -0.40132 -0.6 0.7 -0.1
C -0.37873 -3.38116 1.98195 0.8 -0.1 1.1
C -0.39287 -0.52045 -5.05137 -0.6 -0.5 0.6
C -2.36876 -4.58613 2.68455 0.0 0.0 -0.1
C 2.31907 4.24732 -1.05910 -0.2 -0.2 0.3
C -1.63552 -5.85513 3.05685 0.4 -0.4 -0.1
C -0.52378 4.26268 -0.03426 0.3 -0.3 -0.4
C 0.29377 -1.16866 -2.36191 -0.9 0.2 -0.7
C 1.43875 -1.95545 1.01829 -0.3 -0.2 0.0
C -1.53758 2.13401 -0.71182 -0.3 0.0 0.2
C 1.64537 -1.25953 -0.14450 -0.4 -0.2 -0.4
C -1.59604 -2.68305 -0.86831 -0.3 0.0 -0.3
C -2.88709 4.10108 -0.30137 -0.3 -0.4 0.0
C -4.16866 2.19400 -0.81394 -0.3 -0.4 -0.2
C 3.35140 2.16515 -0.27277 0.4 0.0 -0.2
C -0.38893 -2.30186 -0.31226 0.2 -0.1 0.1
C 6.84792 3.48459 -0.40432 0.3 0.3 0.0
C -0.95324 -1.53523 -2.93227 0.7 0.0 1.2
C -3.70153 -4.87417 2.00638 -0.1 0.0 -0.3
C -1.75225 4.87959 -0.01925 -0.6 0.0 0.0
C 4.68513 4.12304 -0.76957 0.3 -0.3 0.2
C -0.35632 2.88651 -0.42186 -0.5 0.4 0.2
C 5.97733 2.23984 -0.19889 0.2 -0.5 0.1
C 2.16258 2.89239 -0.59072 0.3 0.3 -0.2
C 0.90942 2.24008 -0.46638 0.0 0.8 0.0
C -1.89446 -2.27826 -2.16243 0.6 0.5 -0.7
C -2.53797 -3.76345 3.94221 0.0 0.5 0.3
B 2.37917 -2.23599 2.31848 -0.5 0.4 -1.3
H -3.55827 -5.47166 1.09539 0.0 0.1 0.2
H -3.12682 -4.32554 4.67897 0.1 0.1 -0.2
H 6.11450 1.80543 0.79558 0.0 0.0 -0.1
H -3.04683 -2.81500 3.73126 0.1 -0.1 0.1
H -1.54452 -3.57064 4.36254 -0.4 0.1 0.0
H 0.49977 -1.13938 -5.22242 -0.2 0.1 0.1
H 7.37228 3.77674 0.51412 -0.2 0.1 -0.3
H 1.44258 4.79918 -1.39763 0.3 -0.2 0.0
H 0.35020 4.83946 0.27022 -0.4 -0.3 0.0
H -0.67405 -5.57807 3.50322 -0.2 -0.3 -0.2
H -4.37303 1.36079 -0.13285 0.1 0.1 -0.1
H 3.66665 5.92201 -1.36265 -0.2 -0.2 -0.1
H 7.57660 3.36097 -1.21406 -0.2 0.2 0.2
H -2.21787 -6.41650 3.80009 0.0 0.1 -0.2
H -4.37038 -5.43465 2.67316 0.3 0.1 -0.1
H -1.45076 1.07956 -0.98492 0.1 0.2 0.1
H 0.91426 1.15353 -0.37389 0.0 0.0 -0.1
H -0.94161 -0.38128 -5.98599 0.2 0.0 0.1
H -2.83564 -2.55048 -2.63391 0.2 0.0 0.1
H -5.66687 3.23874 0.40671 0.2 0.2 -0.2
H -5.70568 3.68916 -1.32450 0.2 0.0 0.3
H -4.20884 -3.93963 1.72993 0.1 -0.2 0.1
H 6.23094 1.46618 -0.93318 -0.1 0.1 0.2
H -4.34949 1.83703 -1.83361 0.1 0.0 0.2
H -0.09843 0.45283 -4.63238 -0.1 -0.2 -0.1
H -1.88857 5.92927 0.22390 0.2 -0.2 0.1
H 1.06650 -0.62661 -2.92094 -0.4 -0.2 0.1
H -2.29531 -3.28571 -0.30438 0.1 0.1 -0.2
H 2.48023 -0.63160 -0.44510 0.1 -0.6 0.4
H -1.47386 -6.49662 2.18217 0.0 0.1 0.1
H 3.27612 1.13930 0.08865 0.0 0.2 -0.1